93
Properties=species:S:1:pos:R:3:forces:R:3:mulliken_charge:R:1 method="wB97M-V/def2-TZVPD" homo_energy_ev=-7.6
Sn 0.44552 0.42524 -0.26754 -0.186 -0.029 -0.281 1.5000
O 2.45744 -2.75197 -2.12443 -0.270 0.147 -0.381 -0.7514
C 1.70882 -1.86224 -2.54294 0.000 -0.022 0.035 0.1663
O 1.59141 -0.67678 -2.05981 0.131 -0.212 0.145 -0.7570
C 0.84745 -2.18790 -3.74863 -0.126 0.143 0.075 0.6942
C 1.35747 -3.09738 -4.67504 0.021 -0.009 -0.004 -0.5087
C 0.64454 -3.42540 -5.81250 -0.004 0.058 -0.032 -0.6301
C -0.60648 -2.85718 -6.02866 -0.016 -0.047 -0.046 -0.7779
C -1.12812 -1.96739 -5.10770 0.048 -0.020 0.090 -0.4320
C -0.41295 -1.61935 -3.95749 0.080 -0.110 0.183 -0.0976
P -1.19635 -0.43428 -2.76692 -0.186 -0.126 -0.234 1.2103
C -1.38577 0.94836 -3.95224 0.114 0.090 0.129 0.8351
C -2.49254 1.20163 -4.75456 -0.023 0.026 0.038 -0.4226
C -2.44882 2.22087 -5.69728 0.006 0.047 -0.027 -0.8453
C -1.30749 2.99705 -5.84226 -0.035 -0.056 0.006 -0.6012
C -0.20225 2.75756 -5.03622 -0.002 -0.020 0.034 -0.6048
C -0.24136 1.73920 -4.09601 -0.100 -0.024 -0.071 -0.6991
C -2.84473 -1.19771 -2.53469 0.112 -0.041 0.048 0.3429
C -2.89469 -2.57981 -2.32023 -0.119 0.046 -0.076 -0.8098
C -4.08810 -3.20174 -1.98360 0.001 0.083 0.012 -0.8598
C -5.25036 -2.44855 -1.85289 0.003 -0.092 0.019 -0.5491
C -5.20672 -1.07689 -2.04463 0.011 0.077 0.007 -0.7075
C -4.00795 -0.44933 -2.36630 0.018 0.005 0.045 -0.4729
H 2.32937 -3.53389 -4.48202 -0.039 0.032 0.019 0.5091
H 1.06549 -4.10895 -6.54018 -0.033 -0.009 0.046 0.4071
H -1.17668 -3.11473 -6.91442 0.036 0.046 0.047 0.4362
H -2.10365 -1.53365 -5.28610 -0.042 0.000 0.028 0.3374
H -3.39713 0.61580 -4.64819 0.063 -0.034 -0.057 0.4882
H -3.31112 2.40609 -6.32696 0.019 -0.003 0.044 0.4263
H -1.27699 3.78296 -6.58613 -0.014 0.007 0.030 0.3909
H 0.68854 3.36505 -5.14326 -0.021 -0.046 0.020 0.4355
H 0.62642 1.53217 -3.47894 0.048 0.011 -0.012 0.4458
H -1.99265 -3.17080 -2.44170 -0.023 -0.015 -0.037 0.6735
H -4.11631 -4.27352 -1.82432 0.012 0.041 -0.024 0.4372
H -6.18558 -2.93215 -1.59267 0.074 0.037 -0.033 0.3906
H -6.10961 -0.48640 -1.93818 0.066 -0.016 0.016 0.4419
H -3.98050 0.62885 -2.47740 -0.016 -0.021 0.018 0.5521
Cl -5.89580 5.21153 0.97560 0.003 -0.006 -0.002 -0.2084
C -4.48793 4.21771 1.03269 -0.101 0.068 0.001 0.3126
C -3.68513 4.06651 -0.08883 0.102 -0.036 -0.030 -0.0051
Cl -4.08645 4.88040 -1.55415 -0.046 0.025 -0.008 -0.1997
C -2.55240 3.26555 -0.03607 0.027 -0.031 0.250 0.5905
Cl -1.54470 3.13720 -1.42088 0.249 -0.188 -0.240 -0.0870
C -2.15859 2.55043 1.12002 0.473 -0.367 0.083 -1.5646
O -1.08480 1.79283 1.14619 -0.651 0.279 -0.117 0.1836
C -3.00368 2.74355 2.24947 0.101 -0.087 -0.266 0.5857
Cl -2.62405 1.92271 3.71307 0.266 -0.147 -0.003 -0.1942
C -4.13166 3.55468 2.20301 0.110 -0.072 0.005 0.0847
Cl -5.10653 3.74160 3.60906 -0.062 0.022 0.035 -0.1969
C 3.10959 -2.10749 0.54959 0.245 0.129 0.002 -0.3122
N 2.09872 -3.15785 0.58983 -0.156 0.327 -0.116 -0.0388
C 0.79963 -2.87143 0.37733 0.048 -0.081 0.129 0.4468
N -0.01178 -3.89936 0.00912 0.219 0.091 -0.064 -0.4872
O 0.30105 -1.74500 0.61495 -0.065 0.244 -0.220 -0.7435
H 3.97776 -2.42012 1.12785 -0.066 0.001 0.116 0.4085
H 2.69933 -1.19898 0.97937 -0.008 0.040 0.199 -0.2454
H 3.40420 -1.90759 -0.48398 -0.061 -0.077 0.251 0.2441
H 2.40585 -4.02535 0.18612 0.029 -0.145 -0.053 0.2724
H 0.38390 -4.65155 -0.52913 -0.004 -0.055 0.022 0.2641
H -0.95588 -3.64113 -0.21399 -0.140 0.071 -0.013 0.2150
C 0.64843 -0.91962 6.40858 -0.002 0.027 0.004 -0.9697
Si 1.66433 -1.82529 5.12031 0.024 -0.057 0.127 0.1954
C 0.60168 -2.96618 4.07759 0.024 0.056 -0.099 -0.8061
C 2.98511 -2.85639 5.96735 0.032 0.004 0.035 -1.0663
C 2.47355 -0.53760 4.00729 -0.135 -0.123 -0.083 -0.6820
Te 0.91355 0.48936 2.89801 0.244 0.105 0.540 -0.3298
C 1.57166 2.44563 3.47935 -0.049 -0.003 0.026 -0.8582
Si 3.01980 3.09555 2.48134 0.094 0.076 -0.273 0.2300
C 2.51425 3.17639 0.66831 -0.116 0.063 0.104 -0.5063
C 3.47377 4.81425 3.07609 -0.001 0.016 0.096 -1.0598
C 4.51758 1.97785 2.62501 0.003 -0.055 0.114 -0.8754
H 0.14465 -1.61086 7.09135 0.047 0.042 -0.068 0.3373
H -0.11425 -0.29783 5.93066 0.026 -0.042 0.057 0.2480
H 1.28973 -0.26430 7.00929 -0.067 -0.065 -0.049 0.3092
H 0.01847 -3.65056 4.70032 0.051 0.046 -0.021 0.4991
H 1.22859 -3.56641 3.40820 -0.056 0.046 0.056 0.1602
H -0.09876 -2.39864 3.45669 -0.011 -0.065 0.039 0.1855
H 2.52001 -3.60478 6.61966 0.074 0.077 -0.067 0.3105
H 3.64581 -2.23750 6.58415 -0.062 -0.075 -0.061 0.3071
H 3.60295 -3.38781 5.23557 -0.049 0.049 0.075 0.3059
H 3.19744 -0.99858 3.33347 -0.031 0.075 -0.075 0.3727
H 3.00249 0.21671 4.59754 -0.097 -0.015 -0.081 0.4329
H 1.78679 2.38148 4.54994 -0.064 0.008 -0.067 0.5883
H 0.69987 3.09484 3.35321 0.023 -0.070 0.006 0.4493
H 1.42632 3.27438 0.57804 0.052 0.015 -0.039 0.0380
H 2.82772 2.27284 0.13995 0.008 -0.009 -0.044 0.0905
H 2.96816 4.03100 0.15835 0.000 -0.067 0.041 0.4761
H 2.63144 5.50726 2.98500 0.072 -0.056 0.001 0.3093
H 4.30501 5.21186 2.48405 -0.077 -0.022 0.056 0.3026
H 3.78655 4.80022 4.12570 -0.031 0.026 -0.094 0.2958
H 4.28848 0.96820 2.26825 0.038 0.084 0.026 0.1243
H 4.87079 1.90053 3.65919 -0.012 -0.011 -0.108 0.3004
H 5.33984 2.37228 2.01902 -0.070 -0.027 0.041 0.3663


82
Properties=species:S:1:pos:R:3:forces:R:3:mulliken_charge:R:1 method="wB97M-V/def2-TZVPD" charge=-1 homo_energy_ev="-2.1 / -2.1"
K -1.45256 -1.21016 0.14319 -1.712 1.578 -1.079 -0.5461
C -4.63847 0.22764 -3.05175 0.043 0.072 0.136 -1.7925
C -3.89616 1.38005 -2.35491 -0.173 0.022 -0.301 0.7031
C -2.46856 1.46525 -2.90817 0.011 0.017 0.168 -1.2093
C -3.90690 1.23127 -0.83893 -0.034 -0.038 -0.368 -1.0914
C -4.71679 0.30120 -0.20055 -0.070 0.001 -0.181 -0.3884
C -4.65338 0.11473 1.16452 0.109 0.043 0.047 -0.9613
C -3.78244 0.86258 1.93845 -0.066 0.033 -0.031 0.6084
C -3.72340 0.66888 3.41235 0.105 -0.165 0.466 -1.8601
C -3.01010 1.83082 1.31640 -0.276 -0.062 0.130 -0.2339
C -3.07401 2.01273 -0.04992 -0.683 0.028 -0.206 0.3709
H -4.41212 0.19567 -4.11752 -0.042 0.181 -0.012 0.4021
H -5.72050 0.30573 -2.93160 -0.029 -0.022 -0.005 0.4212
H -4.31860 -0.73275 -2.64382 0.067 -0.025 -0.019 0.3679
H -4.41047 2.32714 -2.59266 0.048 -0.198 -0.009 0.2933
H -1.88269 0.61036 -2.57042 0.175 -0.082 0.036 0.1368
H -1.94943 2.37464 -2.59641 0.001 -0.060 0.028 0.3875
H -2.47668 1.45076 -3.99910 -0.066 0.049 -0.010 0.5758
H -5.41112 -0.28499 -0.77665 -0.048 -0.197 -0.077 0.3805
H -5.27266 -0.63093 1.63529 -0.157 -0.173 0.097 0.4055
H -4.42905 1.32911 3.91766 -0.032 0.039 0.097 0.3684
H -2.72761 0.87890 3.79876 0.048 0.064 0.047 0.3640
H -3.96724 -0.35732 3.68991 -0.045 0.003 -0.004 0.3666
H -2.35554 2.44200 1.91745 0.181 0.057 0.090 0.3158
H -2.45627 2.76200 -0.51161 -0.481 -0.080 -0.192 1.1369
N -2.12308 -3.11537 1.48703 -2.342 -0.714 -0.344 -0.2493
C -1.11307 -3.47241 2.39831 -0.623 -1.866 0.271 0.0009
C -1.34496 -4.56129 3.25260 0.324 0.992 -0.248 -0.4527
C -0.34635 -5.01729 4.10492 1.006 0.292 0.336 -0.6414
C 0.90296 -4.40711 4.08665 -0.898 -0.739 0.284 -0.8980
C 1.16781 -3.34375 3.20742 -0.147 -0.680 0.418 1.6257
C 2.43467 -2.74251 3.18489 0.728 1.493 -0.999 -1.5612
C 2.69475 -1.69452 2.31300 -1.197 -1.314 4.000 0.9188
C 1.67395 -1.27900 1.48566 -6.492 -0.965 1.126 -0.0562
N 0.44347 -1.83118 1.47843 2.406 0.368 1.111 -0.0284
C 0.16914 -2.86080 2.32954 0.322 -0.203 0.272 -0.4185
H -3.10651 -3.23601 1.77039 0.760 0.271 1.112 0.3130
H -2.21797 -3.73283 0.66794 1.416 0.424 -0.444 0.1865
H -2.31419 -5.05208 3.26260 0.062 0.171 -0.180 0.3890
H -0.53941 -5.84837 4.77797 0.049 0.080 -0.076 0.3564
H 1.67631 -4.77166 4.75948 0.011 0.143 -0.156 0.3692
H 3.22433 -3.08723 3.84770 -0.144 -0.059 0.048 0.3554
H 3.66616 -1.21566 2.28156 -3.150 -0.366 1.854 -0.2223
H 1.81556 -0.46373 0.78237 -2.509 -0.759 2.173 -0.7964
C 1.17356 1.33685 -3.99229 0.053 -0.168 0.421 -1.7616
C 2.26012 0.67292 -3.11792 -0.088 0.091 1.236 2.0062
C 3.56690 1.48329 -3.19998 -0.222 -0.110 -0.037 -1.7124
C 2.51766 -0.76242 -3.62846 -0.268 0.184 0.343 -1.8010
Si 1.56686 0.57627 -1.17126 -3.071 -2.040 -2.504 0.6462
O 0.25628 -0.44903 -1.14376 3.819 3.077 -0.440 -0.5803
C 2.95730 -0.09316 -0.03877 2.992 1.388 -1.489 1.4569
C 3.26447 -1.47041 -0.08810 2.872 -0.665 -1.552 -0.6022
C 4.27901 -2.01467 0.70296 1.095 0.137 -2.587 -0.8528
C 4.99979 -1.19847 1.56848 3.295 0.824 -1.472 -0.2597
C 4.70015 0.15819 1.65062 1.026 0.108 -0.576 -0.8365
C 3.68619 0.70806 0.85897 0.551 -0.281 -0.380 -0.5275
C 1.07644 2.32690 -0.57949 0.293 0.182 0.069 0.4178
C -0.24751 2.55875 -0.15172 0.737 0.089 -0.016 0.7570
C -0.65909 3.82844 0.26014 0.462 -0.030 -0.058 -0.5890
C 0.24099 4.88984 0.25453 0.039 -0.039 -0.015 -1.0956
C 1.55292 4.68429 -0.16293 -0.015 -0.171 -0.052 -0.8982
C 1.96842 3.41614 -0.57966 -0.498 0.245 0.252 -0.3227
H 1.49407 1.38675 -5.03930 0.103 -0.026 -0.044 0.5216
H 0.96086 2.36055 -3.66453 0.029 -0.040 0.020 0.3212
H 0.23303 0.77475 -3.96075 0.175 0.011 0.089 0.2076
H 3.98069 1.44667 -4.21460 0.033 -0.018 -0.082 0.4765
H 4.33122 1.09469 -2.51849 -0.041 -0.012 -0.027 0.2860
H 3.40608 2.53862 -2.96334 -0.030 -0.016 0.023 0.3030
H 2.82278 -0.75061 -4.68135 0.053 0.122 -0.059 0.5001
H 1.62061 -1.38724 -3.55277 0.064 0.141 0.124 0.3298
H 3.31782 -1.25324 -3.06459 -0.019 0.044 0.003 0.3286
H 2.70244 -2.14327 -0.73774 -0.119 0.291 0.168 0.5032
H 4.49725 -3.07822 0.64894 -0.118 0.142 0.044 0.3746
H 5.78460 -1.62260 2.18929 -0.101 0.058 -0.054 0.3965
H 5.25088 0.79174 2.34215 -0.080 -0.103 -0.069 0.3875
H 3.47679 1.76713 0.98112 -0.154 -0.138 -0.180 0.3497
H -0.97813 1.74749 -0.14105 0.977 0.118 -0.132 0.3892
H -1.68528 3.98599 0.58291 0.304 0.194 0.022 0.2362
H -0.08106 5.87717 0.57516 0.046 -0.096 -0.030 0.3594
H 2.25512 5.51455 -0.16526 -0.073 -0.092 -0.009 0.3692
H 3.00379 3.30164 -0.89272 -0.150 -0.129 -0.011 0.3880
H -1.20487 -2.82685 -1.43280 -0.425 -0.925 -0.345 -0.1852


E readings, ordered: -5473.1524, -2432.9174 Eh
Max |F| readings, ordered: 0.72, 6.66 eV/A